1.
# C6H13N

One molecule with the formula C6H13N at a distorted geometry (the ωB97M-V functional and the def2-TZVPD basis, the Open Molecules 2025 dataset).

Computed properties:
- SMILES: C=CCC[C@@H](C)N

Each line ends with the natural charge from an NBO analysis.
Cartesian coordinates (Å):
C  1.408  -1.643  -2.404  -0.406
C  0.768  -0.850  -1.568  -0.160
C  0.524  -1.293  -0.127  -0.449
C  -0.556  -0.584  0.689  -0.384
C  -0.545  0.967  0.582  -0.048
C  -1.894  1.467  1.099  -0.627
N  0.619  1.457  1.303  -0.844
H  1.682  -1.398  -3.420  0.199
H  1.724  -2.623  -2.059  0.183
H  0.409  0.126  -1.875  0.189
H  1.435  -1.070  0.356  0.225
H  0.346  -2.352  -0.194  0.212
H  -1.579  -0.902  0.483  0.199
H  -0.354  -0.780  1.739  0.198
H  -0.350  1.225  -0.451  0.184
H  -2.741  1.234  0.464  0.214
H  -1.870  2.519  1.407  0.207
H  -2.035  0.992  2.074  0.198
H  0.586  1.322  2.307  0.352
H  0.762  2.446  1.146  0.358

2.
# C6H13N

A 2-piece molecular cluster, C6H13N overall (the ωB97M-V functional and the def2-TZVPD basis, the Open Molecules 2025 dataset).

Each line ends with the natural charge from an NBO analysis.
Cartesian coordinates (Å):
C  -1.644  0.029  -2.768  -0.877
C  0.773  0.148  -0.994  -0.257
C  0.422  -1.227  -0.525  -0.295
N  0.861  -0.467  0.628  -0.333
C  0.989  -0.997  1.992  -0.217
C  -0.073  -0.013  1.625  -0.040
C  -0.014  1.451  1.961  -0.621
H  -2.379  -0.586  -2.238  0.198
H  -1.081  -0.601  -3.465  0.203
H  -2.148  0.826  -3.316  0.209
H  1.739  0.068  -1.520  0.138
H  -0.951  0.474  -2.044  0.253
H  1.104  -2.060  -0.727  0.178
H  -0.625  -1.543  -0.494  0.173
H  1.845  -0.697  2.589  0.212
H  0.674  -2.034  2.118  0.206
H  -1.078  -0.423  1.512  0.197
H  -0.551  1.673  2.889  0.214
H  1.022  1.787  2.060  0.217
H  -0.470  2.009  1.137  0.240

3.
# C6H13N

C6H13N as an isolated structure at a distorted geometry (the ωB97M-V functional and the def2-TZVPD basis, the Open Molecules 2025 dataset).

Each line ends with the natural charge from an NBO analysis.
Cartesian coordinates (Å):
C  1.740  -0.717  -0.459  -0.272
C  0.346  -0.296  -0.635  -0.411
C  -0.219  0.155  0.670  -0.469
C  -1.734  0.565  0.546  -0.009
C  -2.679  -0.244  -0.002  -0.301
C  -4.072  -0.042  -0.007  -0.262
N  2.586  0.311  0.138  -0.656
H  1.825  -1.531  0.254  0.189
H  2.067  -1.077  -1.523  0.187
H  -0.108  -1.224  -1.043  0.207
H  0.147  0.521  -1.424  0.206
H  -0.008  -0.769  1.325  0.232
H  0.340  0.986  1.127  0.254
H  -2.249  1.420  1.025  0.199
H  5.272  1.206  0.912  0.004
H  -2.345  -1.016  -0.640  0.205
H  -4.726  -0.832  -0.474  0.216
H  -4.427  0.874  0.408  0.193
H  5.530  0.676  0.395  -0.004
H  2.714  1.033  -0.591  0.291

4.
# C6H13N

One molecule with the formula C6H13N at a distorted geometry (the ωB97M-V functional and the def2-TZVPD basis, the Open Molecules 2025 dataset).

Computed properties:
- SMILES: C=CC[C@H](C)NC

Each line ends with the natural charge from an NBO analysis.
Cartesian coordinates (Å):
C  -1.637  1.269  1.593  -0.403
C  -1.483  -0.040  1.413  -0.160
C  -1.219  -0.706  0.084  -0.442
C  0.046  -0.231  -0.655  -0.047
C  0.363  -0.946  -1.929  -0.650
N  1.187  -0.040  0.237  -0.644
C  2.234  0.757  -0.305  -0.400
H  -1.803  1.494  2.654  0.199
H  -1.599  2.070  0.856  0.202
H  -1.593  -0.755  2.210  0.197
H  -2.125  -0.770  -0.526  0.227
H  -0.945  -1.788  0.309  0.186
H  -0.268  0.809  -0.903  0.177
H  1.305  -1.455  -2.122  0.225
H  0.149  -0.368  -2.844  0.217
H  -0.338  -1.793  -2.030  0.208
H  1.479  -0.827  0.810  0.367
H  1.959  1.826  -0.356  0.183
H  3.133  0.686  0.311  0.203
H  2.575  0.473  -1.370  0.155

5.
# C6H13N

One molecule with the formula C6H13N at a distorted geometry (the ωB97M-V functional and the def2-TZVPD basis, the Open Molecules 2025 dataset).

Computed properties:
- SMILES: C/C=C(\C)CCN

Each line ends with the natural charge from an NBO analysis.
Cartesian coordinates (Å):
C  0.575  0.518  -2.889  -0.648
C  0.996  0.130  -1.433  -0.203
C  0.070  -0.233  -0.513  0.022
C  -1.555  -0.278  -0.599  -0.660
C  0.710  -0.634  0.801  -0.448
C  0.383  0.302  1.987  -0.212
N  -0.969  0.128  2.715  -0.851
H  -0.429  0.726  -2.883  0.212
H  1.335  1.295  -3.036  0.218
H  0.898  -0.305  -3.568  0.209
H  2.066  -0.280  -1.402  0.198
H  -1.750  -1.153  0.109  0.228
H  -2.225  0.538  -0.382  0.231
H  -1.791  -0.724  -1.643  0.211
H  0.254  -1.557  1.178  0.208
H  1.834  -0.590  0.631  0.217
H  1.190  0.123  2.704  0.173
H  0.430  1.358  1.712  0.183
H  -0.767  -0.421  3.548  0.355
H  -1.255  1.058  2.962  0.358

6.
# C6H13N

A 2-piece molecular cluster, C6H13N overall at a distorted geometry (the ωB97M-V functional and the def2-TZVPD basis, the Open Molecules 2025 dataset).

Computed properties:
- SMILES: C=NCCC.C=C

Each line ends with the natural charge from an NBO analysis.
Cartesian coordinates (Å):
C  -1.415  1.033  -1.430  -0.052
N  -0.655  0.049  -1.213  -0.389
C  0.770  0.299  -1.139  -0.246
C  1.409  -0.388  0.067  -0.399
C  2.929  -0.251  0.030  -0.605
H  -2.494  0.878  -1.480  0.177
H  -1.052  2.065  -1.559  0.138
H  1.218  -0.120  -2.050  0.198
H  1.003  1.379  -1.123  0.161
H  1.120  -1.446  0.063  0.207
H  1.011  0.043  0.996  0.195
H  3.231  0.803  0.051  0.202
H  3.334  -0.691  -0.889  0.202
H  3.405  -0.753  0.879  0.213
C  -2.255  0.204  1.594  -0.437
C  -2.340  -1.051  1.188  -0.340
H  -1.321  0.756  1.661  0.194
H  -3.093  0.359  2.235  0.203
H  -3.327  -1.499  1.103  0.185
H  -1.477  -1.667  1.017  0.193

7.
# C6H13N

One molecule with the formula C6H13N at a distorted geometry (the ωB97M-V functional and the def2-TZVPD basis, the Open Molecules 2025 dataset).

Computed properties:
- SMILES: C=C(C)C[C@@H](C)N

Each line ends with the natural charge from an NBO analysis.
Cartesian coordinates (Å):
C  1.798  0.410  -0.945  -0.425
C  1.359  0.089  0.277  0.033
C  2.331  -0.221  1.347  -0.648
C  -0.131  0.105  0.645  -0.454
C  -1.047  -0.145  -0.554  -0.039
C  -2.405  -0.746  -0.120  -0.619
N  -1.275  1.016  -1.441  -0.863
H  1.158  0.664  -1.777  0.210
H  2.848  0.269  -1.176  0.192
H  3.216  -0.692  0.918  0.222
H  2.512  0.628  2.005  0.223
H  1.974  -1.018  2.018  0.205
H  -0.211  -0.703  1.382  0.209
H  -0.448  0.970  1.221  0.216
H  -0.494  -0.886  -1.138  0.180
H  -3.040  -0.066  0.449  0.202
H  -2.081  -1.541  0.549  0.211
H  -3.029  -1.121  -0.927  0.214
H  -2.274  1.144  -1.538  0.364
H  -0.759  1.843  -1.196  0.368

8.
# C6H13N

One molecule with the formula C6H13N at a distorted geometry (the ωB97M-V functional and the def2-TZVPD basis, the Open Molecules 2025 dataset).

Computed properties:
- SMILES: CCC/C(C)=C/N

Each line ends with the natural charge from an NBO analysis.
Cartesian coordinates (Å):
C  0.176  -2.965  -0.401  -0.605
C  -0.377  -1.552  -0.134  -0.387
C  0.576  -0.405  -0.456  -0.422
C  0.263  0.997  0.063  -0.042
C  0.137  1.051  1.592  -0.654
C  -0.156  1.873  -0.863  -0.023
N  -0.825  3.074  -0.528  -0.825
H  1.102  -3.155  0.130  0.207
H  0.262  -2.994  -1.492  0.202
H  -0.608  -3.675  -0.140  0.211
H  -1.319  -1.358  -0.654  0.196
H  -0.718  -1.502  0.912  0.183
H  0.874  -0.454  -1.506  0.205
H  1.538  -0.708  0.018  0.183
H  0.054  2.114  1.813  0.207
H  -0.603  0.309  1.870  0.226
H  1.093  0.726  1.999  0.217
H  -0.085  1.536  -1.887  0.193
H  -0.466  3.977  -0.811  0.371
H  -0.915  3.111  0.475  0.357

9.
# C6H13N

C6H13N as an isolated structure at a distorted geometry (the ωB97M-V functional and the def2-TZVPD basis, the Open Molecules 2025 dataset).

Each line ends with the natural charge from an NBO analysis.
Cartesian coordinates (Å):
C  2.506  -0.152  1.044  -0.599
C  1.977  0.319  -0.339  -0.465
C  1.060  -0.678  -0.936  -0.060
C  -0.358  -0.589  -0.587  -0.171
C  -1.030  0.252  0.250  0.025
N  -2.536  -0.014  0.882  -0.790
C  -1.368  -1.516  -1.108  -0.628
H  3.131  -1.063  0.980  0.208
H  3.095  0.658  1.531  0.213
H  1.666  -0.389  1.724  0.210
H  2.915  0.518  -1.084  0.215
H  1.420  1.316  -0.166  0.241
H  -2.137  3.333  1.092  0.002
H  1.215  -1.154  -1.899  0.217
H  -2.313  3.429  0.411  -0.002
H  -2.338  0.244  1.883  0.372
H  -1.962  0.808  -0.009  0.329
H  -0.967  -2.114  -1.940  0.213
H  -2.290  -0.993  -1.443  0.226
H  -1.685  -2.214  -0.288  0.246

10.
# C6H13N

One molecule with the formula C6H13N (the ωB97M-V functional and the def2-TZVPD basis, the Open Molecules 2025 dataset).

Computed properties:
- SMILES: CCC/C(C)=N/C

Each line ends with the natural charge from an NBO analysis.
Cartesian coordinates (Å):
C  -0.683  -0.307  2.957  -0.604
C  -0.046  -0.326  1.571  -0.386
C  -0.875  0.376  0.488  -0.444
C  -0.134  0.257  -0.823  0.319
C  1.018  1.226  -1.036  -0.712
N  -0.469  -0.699  -1.591  -0.431
C  0.269  -0.962  -2.806  -0.444
H  -1.530  -0.999  3.010  0.206
H  0.041  -0.605  3.723  0.210
H  -1.049  0.693  3.216  0.201
H  0.950  0.136  1.611  0.191
H  0.107  -1.363  1.247  0.207
H  -1.852  -0.107  0.385  0.225
H  -1.035  1.429  0.758  0.198
H  1.110  1.912  -0.189  0.221
H  1.973  0.700  -1.145  0.229
H  0.870  1.825  -1.942  0.233
H  -0.388  -0.786  -3.665  0.206
H  1.187  -0.374  -2.945  0.170
H  0.537  -2.025  -2.823  0.206

no.,energy (eV),E_HOMO (eV)
1,-7922.0188,-9.28
2,-7917.5573,-7.72
3,-7914.9349,-6.08
4,-7921.2183,-8.33
5,-7920.7891,-8.68
6,-7920.6420,-9.34
7,-7922.0668,-8.96
8,-7921.9921,-8.07
9,-7913.5105,-7.60
10,-7922.5904,-9.22